3
Properties=species:S:1:pos:R:3 method="wB97M-V/def2-TZVPD" charge=+1 e_tot_ev=-20512.5079 e_above_lowest_ev=0.714 fmax_ev_per_a=2.0
Ag -0.3671 1.4348 -2.0506
Ag 0.2375 -1.2611 2.6181
Cl 0.1296 -0.1737 -0.5675